(1)
This record from the Open Molecules 2025 dataset describes C31H20IrN7O8 as an isolated structure in a non-equilibrium geometry. The level of theory is ωB97M-V with the def2-TZVPD basis set.

XYZ file:
```
67
Properties=species:S:1:pos:R:3:forces:R:3
Ir 10.0983 13.4781 12.8108 -2.37 -0.36 0.51
O 10.0215 13.6635 10.8444 -0.44 0.05 -0.94
C 8.9687 13.4374 10.1305 -0.34 0.03 0.62
C 9.0992 13.2992 8.7541 -1.38 -0.28 -1.89
C 7.9680 13.0648 7.9494 2.07 0.61 0.47
C 6.6894 12.8779 8.4919 -0.53 -0.01 0.90
C 6.4927 13.0215 9.8585 0.21 0.32 -1.75
C 7.6028 13.4036 10.6312 -0.09 -0.23 3.09
C 7.2692 13.6233 12.0296 -0.29 -0.11 0.15
N 8.1236 13.5252 13.0531 -0.59 -0.51 0.84
N 7.6709 13.5021 14.3379 -0.31 0.14 -1.58
C 8.6401 13.1684 15.2132 2.35 -0.52 1.12
O 9.9014 12.9418 14.8955 -2.34 1.42 -0.69
C 8.2703 13.0445 16.6626 0.20 0.16 0.30
C 6.9379 13.0625 17.0867 -0.52 -0.02 0.25
C 6.6114 13.0669 18.4575 0.02 0.34 -0.58
C 7.6007 12.9887 19.4274 0.38 -0.25 -0.06
C 8.9306 12.8519 19.0257 -0.01 0.30 -0.73
C 9.2626 12.9648 17.6781 -0.97 -0.17 -0.24
H 10.0848 13.4025 8.3499 0.31 0.00 -0.34
H 8.0690 13.0658 6.8598 0.13 -0.20 0.45
H 5.9102 12.6461 7.7823 -0.33 -0.11 0.28
H 5.5332 12.8786 10.3520 0.17 0.11 -0.29
H 6.2080 13.8553 12.2603 0.73 -0.49 0.07
H 6.1402 13.0773 16.3413 0.22 0.11 0.28
H 5.5790 13.2066 18.7612 0.07 -0.20 -0.13
H 7.3916 13.0334 20.4985 -0.21 -0.11 -0.42
H 9.7214 12.7032 19.7491 -0.04 0.20 0.02
H 10.2800 13.0226 17.3982 0.95 -0.18 -0.29
O 14.6901 7.9503 13.1316 0.80 -0.76 0.12
N 13.4929 8.0954 12.9413 0.10 0.48 0.25
O 12.6824 7.1922 12.8292 0.05 -0.51 -0.02
C 13.0838 9.4505 12.8811 -2.98 -2.77 -0.48
C 14.1174 10.3934 12.8462 1.87 3.62 -0.48
C 13.8127 11.7706 12.6498 -0.19 -2.58 0.53
C 14.7630 12.7671 12.5965 1.46 0.03 0.01
C 14.3833 14.0804 12.3677 -1.74 1.01 -0.51
C 13.0098 14.3296 12.1835 3.03 1.86 -0.03
N 12.0880 13.4080 12.4476 -1.57 -2.63 0.35
C 12.4344 12.0995 12.6011 0.65 0.09 -0.29
C 11.4337 11.0835 12.6510 -0.56 1.61 0.37
N 10.1401 11.4972 12.6722 1.48 1.71 -0.22
C 9.0920 10.6873 12.8719 -0.41 -1.80 0.01
C 9.3202 9.3312 12.7758 -1.55 1.22 0.33
C 10.6113 8.8588 12.6457 0.97 -1.46 -0.30
C 11.6968 9.7282 12.7406 1.50 -0.79 -0.12
H 15.1446 10.0493 12.8848 -0.27 0.12 0.08
H 15.8139 12.4848 12.6446 -0.23 0.14 0.14
H 15.1151 14.8936 12.3285 -0.42 -0.37 -0.30
H 12.6703 15.3139 11.8396 0.02 -0.37 0.36
H 8.1201 11.1393 13.1149 0.56 -0.40 -0.32
H 8.4811 8.6652 12.8537 -0.09 -0.26 -0.02
H 10.8301 7.8086 12.4654 -0.39 0.42 0.33
O 11.4354 19.2489 14.5836 -0.18 -1.61 -0.40
C 10.5367 19.0732 13.6111 -0.08 2.46 -0.31
O 10.0346 20.0232 12.9922 0.98 -2.32 1.34
C 10.1238 17.6782 13.2521 0.40 -1.44 0.09
C 9.1402 17.4903 12.2942 0.04 -0.72 0.71
N 8.9398 16.1324 12.1425 1.94 1.71 0.96
N 9.8445 15.4557 12.8845 1.31 2.18 1.61
C 10.5742 16.3388 13.6446 -2.32 0.47 -2.59
C 11.6335 15.9411 14.6135 0.69 3.19 1.16
O 12.1060 16.9113 15.2957 -0.44 -3.71 -1.15
O 12.0669 14.7239 14.7312 -0.62 0.97 0.22
H 11.8011 18.3237 14.9370 -0.94 1.76 -0.70
H 8.6067 18.3204 11.8220 -0.01 -0.73 -0.01
H 8.2931 15.6201 11.5636 0.05 0.16 -0.15
```
Forces are in eV/Å.

## Properties
Spin multiplicity   6
Lowest unoccupied orbital energy (alpha / beta)   -4.399 / -7.188 eV
HOMO level (alpha / beta)   -8.466 / -11.929 eV
<S²>   8.88
Orbital gap (alpha / beta)   4.1 / 4.7 eV
Strongest force on any atom   4.10 eV/A
Relative energy (zero: lowest compared OMol25 entry of this formula, charge and spin)   24.74 kcal/mol
Charge   +1

Atom charges from the Löwdin analysis, given in e for atoms 1 to 6: Ir 1.509; O -0.129; C -0.311; C 0.032; C -0.007; C -0.031

(2)
This record from the Open Molecules 2025 dataset describes a 2-piece molecular cluster, C2H8S3 overall. The level of theory is ωB97M-V with the def2-TZVPD basis set.

XYZ file:
```
13
Properties=species:S:1:pos:R:3:forces:R:3
C -0.4859 -0.4260 -1.9244 -0.08 0.28 -0.53
S -1.1262 0.1895 -0.3510 -0.40 0.17 -0.42
S -2.9818 0.8938 -1.0678 0.52 0.06 0.10
H -1.3129 -0.7151 -2.5755 0.01 -0.37 0.29
H 0.1738 -1.2697 -1.7266 -0.05 0.04 -0.05
H 0.0375 0.3539 -2.4845 0.17 -0.07 0.32
H -3.5793 0.6430 0.0926 -0.30 -0.11 0.16
C 1.2313 0.1537 2.0098 -0.18 -0.25 0.58
S 2.7953 -0.5275 1.3930 -0.22 0.32 -0.16
H 0.9315 1.0700 1.5184 0.21 0.12 -0.12
H 0.4325 -0.5712 1.9096 -0.09 -0.11 -0.12
H 1.3266 0.3521 3.0754 0.21 0.05 0.01
H 2.5575 -0.1465 0.1311 0.20 -0.13 -0.06
```
Forces are in eV/Å.

## Properties
Lowest unoccupied orbital energy   0.364 eV
HOMO level   -8.511 eV
Orbital gap   8.9 eV
SMILES   CSS.CS
Strongest force on any atom   0.66 eV/A
Relative energy (zero: lowest compared OMol25 entry of this formula, charge and spin)   10.59 kcal/mol

Atom charges from the natural (NBO) analysis, given in e for atoms 1 to 6: C -0.755; S 0.077; S -0.144; H 0.235; H 0.235; H 0.217

(3)
This record from the Open Molecules 2025 dataset describes the molecule C6H11N. The level of theory is ωB97M-V with the def2-TZVPD basis set.

XYZ file:
```
18
Properties=species:S:1:pos:R:3:forces:R:3
C 2.0382 0.3282 0.0699 0.00 0.04 0.02
C 1.0629 -0.7313 -0.4390 0.01 -0.09 -0.02
C -0.4060 -0.2678 -0.5519 -0.05 -0.02 -0.03
C -0.5682 1.0438 -1.3248 0.02 0.08 -0.03
C -1.0413 -0.1734 0.7937 -0.01 0.31 0.32
N -1.1506 0.5706 1.7995 0.18 -0.15 -0.54
C -1.9233 -0.7414 1.7920 -0.24 -0.31 0.15
H 2.1443 1.1516 -0.6454 -0.03 -0.13 0.14
H 3.0313 -0.1121 0.2099 -0.16 0.08 0.01
H 1.7102 0.7475 1.0282 0.05 -0.07 -0.14
H 1.1007 -1.6128 0.2138 -0.01 0.11 -0.10
H 1.3764 -1.0713 -1.4339 -0.03 0.05 0.12
H -0.9526 -1.0572 -1.0817 0.08 0.10 0.04
H -1.6258 1.3000 -1.4407 0.15 -0.05 0.01
H -0.0776 1.8767 -0.8129 -0.08 -0.13 -0.04
H -0.1285 0.9444 -2.3231 -0.04 0.02 0.12
H -1.5846 -1.5234 2.4708 0.02 0.13 -0.08
H -3.0054 -0.6720 1.6756 0.16 0.02 0.03
```
Forces are in eV/Å.

## Properties
Lowest unoccupied orbital energy   1.026 eV
HOMO level   -9.749 eV
Orbital gap   10.8 eV
SMILES   CC[C@H](C)C1=NC1
Strongest force on any atom   0.59 eV/A
Relative energy (zero: lowest compared OMol25 entry of this formula, charge and spin)   40.91 kcal/mol

Atom charges from the natural (NBO) analysis, given in e for atoms 1 to 6: C -0.621; C -0.375; C -0.278; C -0.600; C 0.262; N -0.331

(4)
This record from the Open Molecules 2025 dataset describes an isolated ion of composition C5H8NOS2 and charge +1 in a non-equilibrium geometry. The level of theory is ωB97M-V with the def2-TZVPD basis set.

XYZ file:
```
17
Properties=species:S:1:pos:R:3:forces:R:3
C 2.7819 0.3310 0.1275 -1.23 1.62 -0.37
C -0.0258 -1.1045 0.5382 -3.68 -1.11 2.53
C 1.0223 -1.9765 -0.0904 0.01 0.87 -1.26
C 0.5677 1.7881 -0.8584 -0.45 3.72 0.12
C -0.6402 1.2192 -0.0652 -1.29 0.69 -1.48
N -0.5900 -0.1538 -0.3468 0.95 -0.54 0.17
O -0.6426 1.7721 1.2232 1.68 -0.77 -0.25
S 2.8526 -1.2090 0.1200 -0.14 -2.06 -0.05
S 2.1461 1.8077 0.0377 0.71 0.63 0.76
H -1.0640 -1.8229 0.5832 2.66 1.07 0.03
H 0.0446 -0.7898 1.6693 0.52 -0.48 -2.14
H 1.1833 -2.9681 0.3489 -0.21 0.29 -0.24
H 0.8412 -1.9331 -1.2233 0.54 -0.50 1.62
H 0.8653 1.6054 -1.8656 -0.58 -1.57 -0.76
H 0.3007 2.9216 -1.0513 0.84 -1.69 1.08
H -1.5057 1.5700 -0.6885 0.43 0.01 0.68
H -1.4626 2.0126 1.6462 -0.75 -0.18 -0.45
```
Forces are in eV/Å.

## Properties
Lowest unoccupied orbital energy (alpha / beta)   -5.082 / -6.703 eV
HOMO level (alpha / beta)   -13.686 / -13.426 eV
Orbital gap (alpha / beta)   8.6 / 6.7 eV
Strongest force on any atom   4.61 eV/A
Relative energy (zero: lowest compared OMol25 entry of this formula, charge and spin)   119.21 kcal/mol
Charge   +1

Atom charges from the natural (NBO) analysis, given in e for atoms 1 to 6: C -0.385; C -0.365; C -0.436; C -0.567; C 0.179; N -0.262

(5)
This record from the Open Molecules 2025 dataset describes a 3-piece molecular cluster, C4H7NO overall in a non-equilibrium geometry. The level of theory is ωB97M-V with the def2-TZVPD basis set.

XYZ file:
```
13
Properties=species:S:1:pos:R:3:forces:R:3
C -0.0127 0.1337 -1.7580 0.10 -0.11 0.03
C 0.8033 -0.8849 -1.4882 -0.12 0.18 -0.10
C 0.7030 -1.6150 -0.2531 -0.11 -0.48 0.88
N 0.6114 -2.1944 0.7468 0.08 0.57 -0.98
H 0.0767 0.6785 -2.6921 0.02 -0.10 0.10
H -0.7754 0.4601 -1.0569 0.14 -0.06 -0.15
H 1.5775 -1.2072 -2.1782 -0.11 0.03 0.10
H 0.7366 1.9696 0.9294 0.10 0.02 -0.02
H 1.4806 1.9780 0.8812 -0.04 0.00 0.02
C -1.2977 0.1637 1.7263 -0.08 0.31 -0.16
O -1.4890 1.1467 1.0488 0.03 -0.50 0.32
H -2.0876 -0.5947 1.8804 0.07 0.07 -0.01
H -0.3269 -0.0340 2.2136 -0.09 0.08 -0.02
```
Forces are in eV/Å.

## Properties
Lowest unoccupied orbital energy   0.384 eV
HOMO level   -10.319 eV
Orbital gap   10.7 eV
SMILES   C=CC#N.[H][H].C=O
Strongest force on any atom   1.14 eV/A
Relative energy (zero: lowest compared OMol25 entry of this formula, charge and spin)   77.88 kcal/mol

Atom charges from the natural (NBO) analysis, given in e for atoms 1 to 6: C -0.272; C -0.341; C 0.268; N -0.332; H 0.209; H 0.227

(6)
This record from the Open Molecules 2025 dataset describes a 7-piece molecular cluster, C7H28N4O7 overall in a non-equilibrium geometry. The level of theory is ωB97M-V with the def2-TZVPD basis set.

XYZ file:
```
46
Properties=species:S:1:pos:R:3:forces:R:3
N 1.0952 -0.4982 -0.4871 -0.09 -0.33 0.50
C -0.0226 0.2425 -0.5823 -0.59 -0.67 -0.54
N 0.0447 1.2827 -1.4530 -0.88 1.21 -0.27
O -1.0946 -0.0411 -0.0241 0.67 0.43 0.13
H 1.0801 -1.2824 0.1458 0.10 0.04 -0.06
H 1.9189 -0.2688 -1.0148 0.14 -0.09 -0.06
H -0.7566 1.8943 -1.4656 0.00 -0.15 0.08
H 0.7917 1.5998 -2.0418 0.54 -0.50 0.30
N 4.0766 -3.6451 3.0077 -1.05 -0.54 -0.14
C 2.7553 -3.7978 2.6568 -0.23 1.44 -0.55
N 2.3220 -5.0826 2.5620 0.16 0.08 0.01
O 2.0470 -2.8253 2.3870 0.41 -0.81 0.22
H 4.6186 -4.4757 3.1190 0.62 0.23 0.20
H 4.4044 -2.7109 3.1504 0.26 -0.07 0.05
H 1.3736 -5.2404 2.2768 -0.02 -0.02 0.09
H 2.8755 -5.8224 2.9412 -0.14 -0.31 0.02
C -4.0001 2.3699 -0.6397 0.21 -1.71 -0.68
O -4.4452 2.4639 0.6927 0.02 0.30 0.11
H -4.3025 3.2343 -1.2198 0.20 0.21 0.22
H -2.9410 2.1063 -0.7480 0.24 0.92 0.36
H -4.3972 1.4695 -1.1395 -0.65 0.27 0.05
H -4.0335 1.7641 1.2076 0.03 -0.02 -0.07
C -2.3455 2.7584 -4.0193 -0.38 1.16 -0.59
O -2.0038 3.8947 -3.2235 0.42 -0.27 0.17
H -2.0733 1.8687 -3.4644 -0.25 -0.12 -0.01
H -3.4048 2.8527 -4.2737 -0.15 -0.72 0.30
H -1.8470 2.7719 -4.9944 0.39 -0.13 0.18
H -2.2219 4.6953 -3.7059 -0.01 -0.02 -0.04
C -4.1381 -1.7289 -0.2358 -0.49 -0.83 0.64
O -2.9196 -2.1982 0.3141 0.21 0.81 -0.06
H -4.9141 -1.9988 0.4948 -0.13 -0.17 -0.41
H -4.2707 -0.6499 -0.3536 0.64 0.02 -0.18
H -4.3015 -2.2574 -1.1817 -0.32 0.31 0.01
H -2.2674 -1.4823 0.2365 0.17 -0.16 0.01
C 1.6844 0.1777 3.1205 -0.44 0.97 -0.70
O 1.6448 1.5344 2.6363 -0.05 -0.01 -0.18
H 2.6866 -0.1431 2.8540 0.04 -0.32 0.62
H 1.4178 0.2031 4.1777 0.47 -0.49 0.12
H 0.9868 -0.4656 2.5827 -0.02 0.02 0.05
H 0.7358 1.8468 2.6269 -0.02 -0.11 0.02
C 4.0375 1.1231 -0.8188 0.19 -1.03 -0.05
O 3.4423 0.4975 -1.9730 -0.12 0.64 -0.02
H 4.4237 0.3082 -0.1994 -0.01 0.26 0.33
H 4.8746 1.7829 -1.0433 -0.19 0.18 -0.27
H 3.2464 1.6435 -0.2877 0.05 0.08 0.02
H 4.1166 0.2285 -2.6005 0.09 -0.01 0.08
```
Forces are in eV/Å.

## Properties
Lowest unoccupied orbital energy   0.435 eV
HOMO level   -9.173 eV
Orbital gap   9.6 eV
SMILES   NC(N)=O.NC(N)=O.CO.CO.CO.CO.CO
Strongest force on any atom   1.86 eV/A
Relative energy (zero: lowest compared OMol25 entry of this formula, charge and spin)   9.15 kcal/mol

Atom charges from the natural (NBO) analysis, given in e for atoms 1 to 6: N -0.838; C 0.788; N -0.852; O -0.737; H 0.420; H 0.415

(7)
This record from the Open Molecules 2025 dataset describes the molecule C5H5NO. The level of theory is ωB97M-V with the def2-TZVPD basis set.

XYZ file:
```
12
Properties=species:S:1:pos:R:3:forces:R:3
C 1.0553 -0.2707 2.2367 -0.29 -0.19 -0.41
C 0.4181 -0.7344 1.3239 0.37 0.27 0.53
C -0.4053 -1.2360 0.2164 -0.15 -0.31 -0.03
O -0.9896 -2.2955 0.2944 0.29 0.50 -0.06
C -0.4979 -0.3492 -0.9822 -0.25 -0.22 0.00
C -0.5202 1.1279 -0.7539 -0.13 0.20 0.07
N 0.6163 0.4996 -1.3945 0.21 -0.04 0.08
H 1.6013 0.1374 3.0611 -0.07 -0.12 -0.17
H -1.0616 -0.8021 -1.7949 0.01 0.15 0.18
H -0.4104 1.4982 0.2671 -0.04 -0.21 -0.24
H -1.1501 1.7376 -1.3948 0.12 -0.11 0.01
H 1.3970 0.3986 -0.7502 -0.06 0.09 0.03
```
Forces are in eV/Å.

## Properties
Lowest unoccupied orbital energy   0.112 eV
HOMO level   -10.158 eV
Orbital gap   10.3 eV
SMILES   C#CC(=O)[C@H]1CN1
Strongest force on any atom   0.70 eV/A
Relative energy (zero: lowest compared OMol25 entry of this formula, charge and spin)   72.31 kcal/mol

Atom charges from the natural (NBO) analysis, given in e for atoms 1 to 6: C -0.147; C -0.143; C 0.491; O -0.483; C -0.184; C -0.237

(8)
This record from the Open Molecules 2025 dataset describes a 3-piece molecular cluster, C2H9NO4 overall in a non-equilibrium geometry. The level of theory is ωB97M-V with the def2-TZVPD basis set.

XYZ file:
```
16
Properties=species:S:1:pos:R:3:forces:R:3
O 0.7968 1.2488 -1.0092 -0.23 0.50 -0.03
C 0.8848 2.0162 -0.0726 0.21 -1.08 -0.15
N 0.5714 1.6315 1.2090 -0.30 1.18 0.80
C -0.4104 0.6170 1.4676 -0.07 -1.16 0.68
O -1.7117 1.0513 1.8603 0.49 1.08 -1.32
H 1.2755 3.0361 -0.1919 0.07 0.00 0.21
H 0.7728 2.2829 1.9656 -0.19 -0.13 -0.42
H -0.3911 0.0090 0.5640 -0.46 -0.10 0.05
H -0.1731 -0.0058 2.3359 0.62 0.08 -0.31
H -1.9981 1.6749 1.1637 -0.18 -0.42 0.51
O 0.1390 -2.4800 -3.3610 -0.60 0.69 0.16
H -0.0386 -1.8289 -2.6505 0.13 -0.55 -0.67
H -0.5506 -2.3023 -4.0276 0.47 -0.11 0.47
O -0.0223 -2.9189 0.3199 0.08 0.54 -0.66
H 0.4377 -2.1624 -0.0761 -0.16 -0.34 -0.08
H 0.2974 -2.8982 1.2139 0.13 -0.19 0.75
```
Forces are in eV/Å.

## Properties
Lowest unoccupied orbital energy   0.502 eV
HOMO level   -10.629 eV
Orbital gap   11.1 eV
SMILES   O=CNCO.O.O
Strongest force on any atom   1.77 eV/A
Relative energy (zero: lowest compared OMol25 entry of this formula, charge and spin)   26.64 kcal/mol

Atom charges from the natural (NBO) analysis, given in e for atoms 1 to 6: O -0.598; C 0.525; N -0.646; C 0.071; O -0.703; H 0.127

Question: Look up the strongest force on any atom of the first one.
Answer: 4.10 eV/A

Question: Which of these has the highest relative energy (zero: lowest compared OMol25 entry of this formula, charge and spin)?
Answer: C5H8NOS2

Question: Which value of strongest force on any atom does entry 8 give?
Answer: 1.77 eV/A

Question: The lowest relative energy (zero: lowest compared OMol25 entry of this formula, charge and spin) belongs to which entry?
Answer: C7H28N4O7